{"formula": "C31H48Cl10F9N4O4", "method": "ωB97M-V with the def2-TZVPD basis set", "symbols": ["C", "N", "C", "O", "C", "O", "C", "C", "C", "C", "N", "C", "N", "C", "C", "C", "C", "O", "C", "O", "C", "C", "C", "C", "F", "F", "C", "F", "F", "C", "F", "F", "C", "F", "F", "F", "C", "N", "H", "H", "H", "H", "H", "H", "H", "H", "H", "H", "H", "H", "H", "H", "H", "H", "H", "H", "H", "H", "H", "H", "H", "H", "H", "H", "H", "H", "Cl", "C", "C", "Cl", "H", "H", "H", "H", "Cl", "C", "C", "Cl", "H", "H", "H", "H", "Cl", "C", "C", "Cl", "H", "H", "H", "H", "Cl", "C", "C", "Cl", "H", "H", "H", "H", "Cl", "C", "C", "Cl", "H", "H", "H", "H"], "xyz": [[7.05110, -1.63045, 0.17460], [7.27948, -0.86645, -1.08553], [6.96425, 0.55993, -0.86545], [5.58205, 0.76442, -0.52776], [4.75071, 0.56789, -1.59433], [5.11096, 0.40425, -2.71752], [3.25251, 0.51015, -1.23171], [2.92929, 0.15541, 0.13632], [1.53655, 0.07142, 0.55617], [1.31407, -0.35138, 2.05216], [1.93978, 0.59257, 2.97523], [1.11523, 1.79443, 3.21932], [0.51705, 0.33196, -0.32820], [-0.89412, 0.25459, 0.15449], [-1.41593, -1.21226, -0.05343], [-2.94969, -1.38445, 0.33969], [-3.80718, -1.96995, -0.83299], [-4.61566, -0.96909, -1.51883], [-4.19200, -0.78695, -2.82112], [-4.26813, -1.61717, -3.66368], [0.79702, 0.66051, -1.64695], [-0.34468, 0.92238, -2.69217], [-1.04355, 2.32531, -2.51518], [-0.60989, 3.41458, -3.54200], [-1.76340, 4.10109, -3.89895], [-0.14230, 2.88398, -4.72761], [0.51848, 4.39762, -3.03300], [1.52723, 3.71513, -2.40855], [1.08480, 4.94208, -4.16976], [0.01354, 5.62426, -2.18383], [-0.72660, 6.50678, -2.91039], [1.14997, 6.32775, -1.83036], [-0.69400, 5.26450, -0.82364], [-1.96351, 4.83235, -0.95132], [0.08878, 4.42344, -0.08243], [-0.76079, 6.41833, -0.09380], [2.14926, 0.75584, -2.15626], [2.40238, 1.11250, -3.53323], [6.77244, -0.89911, 0.98549], [7.95453, -2.20836, 0.49943], [6.21860, -2.37083, 0.03913], [8.29485, -0.86409, -1.21826], [7.29803, 1.15065, -1.75105], [7.57968, 0.89628, 0.01143], [3.72134, -0.06817, 0.87874], [0.24983, -0.59313, 2.29637], [1.88162, -1.31758, 2.16602], [2.24881, 0.14299, 3.83336], [0.49594, 2.08958, 2.33594], [1.81958, 2.65218, 3.39605], [0.52276, 1.67309, 4.15972], [-0.95345, 0.59938, 1.21816], [-1.56832, 0.92878, -0.42105], [-1.35940, -1.41456, -1.15677], [-0.75844, -1.97522, 0.43386], [-3.03078, -2.05057, 1.22741], [-3.32146, -0.36485, 0.61948], [-4.52264, -2.73951, -0.40088], [-3.21005, -2.50815, -1.60754], [-3.78102, 0.21757, -3.12785], [-1.12560, 0.14810, -2.45350], [0.00589, 0.69191, -3.71923], [-0.91960, 2.62673, -1.44723], [-2.14356, 2.16861, -2.65903], [2.68674, 0.23144, -3.97968], [3.25091, 1.68411, -3.51707], [0.04899, 0.03897, 5.38852], [0.84941, 0.02627, 6.98418], [2.35490, 0.04111, 6.86396], [2.98888, -1.48266, 6.19226], [0.49890, -0.84710, 7.53162], [0.51280, 0.91794, 7.51355], [2.80398, 0.16321, 7.84986], [2.69566, 0.85767, 6.23185], [4.59735, 1.09691, 4.56266], [6.21627, 1.83214, 4.44708], [6.88022, 1.50696, 3.13190], [7.31713, -0.21734, 3.00197], [6.80945, 1.49145, 5.29413], [6.08230, 2.91040, 4.53783], [7.80624, 2.07359, 3.03219], [6.23443, 1.75745, 2.29008], [3.69440, -3.64648, -3.56157], [4.89899, -2.63016, -4.39717], [5.61039, -3.37636, -5.50213], [6.67861, -4.65177, -4.86922], [5.59883, -2.25405, -3.65138], [4.35808, -1.78028, -4.81495], [6.23919, -2.68698, -6.06604], [4.90511, -3.83743, -6.19243], [-9.70906, -3.95423, -0.74313], [-9.18007, -2.30635, -1.16612], [-7.67536, -2.19215, -1.24139], [-6.90941, -2.35633, 0.36040], [-9.59847, -1.61822, -0.43251], [-9.61655, -2.07411, -2.13785], [-7.39750, -1.21067, -1.62528], [-7.24830, -2.94805, -1.89923], [-12.41984, -1.86859, 2.65786], [-12.16048, -3.51116, 2.01579], [-13.40977, -4.35808, 2.09084], [-13.85225, -4.75654, 3.76953], [-11.33651, -3.96287, 2.56623], [-11.85288, -3.39775, 0.97583], [-13.24495, -5.30387, 1.57400], [-14.25938, -3.85907, 1.62678]], "forces_ev_per_a": [[-0.6575, -0.1168, 0.3728], [0.1398, 0.5143, 0.6196], [2.0404, -0.3390, 0.1975], [-0.6526, -0.3264, -1.1151], [-0.6788, -0.0904, 0.6371], [0.2152, 0.1162, -0.5552], [-1.4686, -0.2033, 2.3276], [-1.7938, 0.4658, -1.5292], [1.8110, 0.0066, 0.0888], [0.4435, -0.8327, 0.1434], [-0.8024, 0.2997, -1.3585], [0.9782, 0.9793, 0.5716], [1.3465, 0.5385, -0.2569], [-0.9676, -0.7553, 0.1909], [-0.4924, 0.0059, -0.5131], [0.7586, 0.4542, -0.3808], [-0.6740, -1.4481, 0.7804], [1.4200, 0.4838, -0.4772], [-0.2736, 0.6385, -0.1480], [0.0838, -0.6327, -0.1126], [1.1312, 0.3339, -1.7906], [-0.3835, -0.8429, 1.4775], [-0.0588, -0.8758, -0.1929], [-0.4455, -0.5083, -0.4126], [1.3425, -0.0708, 0.6065], [-0.4341, 0.1131, 1.4254], [0.1154, 0.6330, -2.0415], [-1.2298, 0.4857, -0.0168], [-0.5649, -0.2650, 1.2764], [1.1377, 1.0019, 0.2528], [0.2820, -1.5322, 0.6866], [-0.8890, -0.9830, -0.1198], [0.0089, 2.0345, 1.3595], [1.3370, -0.3381, -0.0766], [-1.1357, 0.1494, -1.0788], [-0.0031, -1.0955, -0.8394], [0.3811, -0.4087, 1.9673], [-0.0546, -0.6267, 1.1353], [0.2335, -1.2914, -1.0376], [-0.7148, 0.5951, -0.3563], [0.6854, 0.6570, 0.1022], [-0.4468, -0.0666, -0.4488], [-0.6795, -0.4348, 0.5481], [-1.0626, 0.2026, -0.4377], [-0.7281, 0.2737, -0.5786], [0.6389, 0.2349, -0.3390], [-0.6136, 0.7660, -0.2452], [-0.3348, -0.0034, -0.3282], [0.4220, -0.4889, 0.6569], [-0.6442, -0.6021, -0.1941], [0.2326, 0.5969, -1.4878], [0.2559, -0.4040, -1.0096], [0.8432, -0.3994, 0.2988], [0.2127, 0.0959, 0.9227], [-0.4937, 0.7604, -0.2269], [-0.0327, 0.5426, -0.6184], [-0.0855, -0.9734, -0.1631], [0.8462, 1.1151, -0.6339], [-0.2060, 0.4086, 0.7172], [-0.5288, -0.3388, 0.9461], [0.6417, 0.7337, -0.4095], [-0.0786, 0.5129, 0.8185], [0.0349, 0.2036, -1.0477], [0.9378, 0.3292, -0.0492], [-0.1123, 0.4658, -0.1649], [-0.2705, -0.1704, -0.3086], [-0.4214, -0.8561, 0.8342], [0.0448, -0.0490, 0.4230], [-0.1050, 0.0547, 0.1358], [-0.0717, -0.0092, -0.1001], [0.0240, 0.0007, -0.1294], [0.0404, -0.0035, -0.0931], [-0.0893, -0.0290, -0.0245], [-0.0356, -0.0428, 0.0438], [0.3006, 0.0790, -0.0780], [0.1696, 0.2180, 0.0941], [0.0748, 0.1809, -0.0482], [0.0949, 0.3350, 0.7529], [-0.0707, -0.0974, -0.0796], [-0.0062, -0.0524, -0.0865], [-0.0347, -0.0232, 0.1031], [-0.0241, -0.0941, 0.0552], [-0.0615, 0.0169, 0.0887], [0.1758, 0.2113, -0.0674], [-0.0418, 0.0623, -0.1013], [-0.0379, -0.0103, 0.0194], [-0.0302, -0.0969, -0.0123], [0.0398, -0.0731, -0.0619], [-0.0316, 0.0239, 0.0961], [0.0234, -0.0294, 0.1075], [0.0443, -0.0368, 0.0027], [-0.0389, 0.1614, -0.0538], [-0.0514, 0.0793, -0.2481], [-0.2055, -0.0374, 0.1585], [0.0688, -0.0937, 0.0316], [0.0988, -0.0426, 0.0102], [-0.0506, -0.0189, 0.0756], [-0.0421, -0.0164, 0.1081], [0.0180, 0.0351, 0.0386], [0.0311, -0.1219, -0.1681], [0.0240, -0.0269, -0.1333], [-0.0203, 0.0226, 0.0167], [-0.0963, 0.0465, 0.0457], [-0.0983, -0.0358, 0.0779], [0.0700, 0.0515, 0.0369], [0.0575, 0.0342, 0.1021]], "lowdin_charge": [-0.15, -0.08, -0.21, 0.00, -0.41, 0.14, 0.04, 0.11, -0.08, -0.17, -0.15, -0.16, 0.05, -0.11, -0.14, -0.12, -0.20, -0.09, -0.34, 0.12, -0.06, -0.07, -0.05, -0.36, 0.10, 0.10, -0.29, 0.13, 0.13, -0.29, 0.16, 0.13, -0.47, 0.17, 0.14, 0.15, -0.14, 0.11, -0.04, 0.09, 0.08, 0.11, 0.14, 0.13, 0.14, 0.10, 0.15, 0.01, 0.08, 0.08, -0.02, 0.13, 0.12, 0.10, 0.13, 0.12, 0.12, 0.08, 0.13, 0.15, 0.10, 0.13, 0.10, 0.13, 0.11, 0.10, 0.65, -0.60, -0.67, 0.55, 0.07, 0.08, 0.08, 0.00, 0.63, -0.62, -0.63, 0.63, 0.08, 0.08, 0.08, 0.06, 0.52, -0.68, -0.66, 0.55, 0.05, 0.06, 0.07, 0.07, 0.57, -0.65, -0.64, 0.59, 0.07, 0.08, 0.07, 0.08, 0.53, -0.69, -0.67, 0.54, 0.07, 0.02, 0.07, 0.07], "e_homo_ev": -11.597, "e_tot_ha": -7230.44524, "charge": 1, "spin_multiplicity": 1}



{"formula": "C2H8OSi2", "method": "ωB97M-V with the def2-TZVPD basis set", "symbols": ["C", "C", "O", "Si", "Si", "H", "H", "H", "H", "H", "H", "H", "H"], "xyz": [[0.63795, -0.23347, 2.17246], [1.49416, 0.74528, 1.40999], [0.88303, -0.51637, 3.32578], [-1.06771, -0.30781, -2.67332], [-0.83500, -1.13667, 1.27116], [1.17755, 0.59549, 0.31369], [2.51313, 0.58761, 1.66741], [1.24499, 1.74652, 1.53461], [-2.32245, -0.99902, -3.05787], [-1.34593, 0.47150, -1.45511], [-0.59168, 0.34067, -3.97172], [0.02821, -1.20491, -2.39491], [-1.81624, -0.08882, 1.85782]], "forces_ev_per_a": [[-0.1337, 0.4623, 0.0618], [-1.4535, -1.7712, -2.2394], [-0.1437, -0.3357, 0.1002], [-0.1915, -0.0022, -1.3574], [-0.2432, 0.2670, 0.5290], [1.2657, -0.0280, 1.1109], [0.9971, -0.1629, -0.2723], [-0.6055, 1.8646, 0.9181], [0.1469, -0.0856, 0.2082], [0.0962, 0.4222, -0.0698], [-0.3603, 0.2488, 0.9400], [0.3312, -0.5964, 0.3411], [0.2942, -0.2828, -0.2703]], "lowdin_charge": [-0.74, -0.08, -0.03, 0.53, 0.79, 0.08, 0.07, 0.05, -0.13, -0.15, -0.11, -0.15, -0.14], "e_above_lowest_kj_mol": 402.3, "e_homo_ev": -8.550, "e_tot_ha": -735.07791, "spin_multiplicity": 1}



{"formula": "C14H15CsN4OS2", "method": "ωB97M-V with the def2-TZVPD basis set", "symbols": ["Cs", "N", "C", "S", "N", "N", "C", "C", "C", "C", "C", "C", "N", "H", "H", "H", "H", "H", "H", "H", "C", "S", "O", "C", "C", "C", "C", "C", "C", "H", "H", "H", "H", "H", "H", "H", "H"], "xyz": [[3.13038, 10.97838, 8.07994], [6.98119, 14.72613, 8.01196], [6.06435, 13.76041, 7.84298], [4.74568, 13.77774, 8.90044], [6.44538, 12.87947, 6.87850], [5.71945, 11.70425, 6.86826], [6.21550, 10.88602, 5.97762], [5.83757, 9.48025, 5.70111], [6.45764, 8.86358, 4.69033], [6.22115, 7.50362, 4.49338], [5.29817, 6.80832, 5.26441], [4.68974, 7.54650, 6.30706], [4.87554, 8.86310, 6.44201], [6.77375, 15.55292, 8.51246], [7.81064, 14.61474, 7.38555], [7.11669, 11.19736, 5.44636], [7.11657, 9.38212, 3.97928], [6.73194, 7.07608, 3.57942], [5.10426, 5.77206, 5.21349], [3.89914, 7.09915, 6.90563], [6.63582, 9.59025, 11.39293], [4.93408, 9.53830, 11.98215], [4.15441, 10.13251, 10.90752], [4.39400, 7.79398, 11.78683], [4.00641, 7.40226, 10.53837], [3.82537, 6.03376, 10.38111], [3.90147, 5.21955, 11.50477], [4.22846, 5.65134, 12.79742], [4.46624, 6.99621, 12.90806], [6.69431, 8.89465, 10.61146], [7.43350, 9.21303, 12.15029], [6.72744, 10.54650, 10.97282], [3.98721, 8.08827, 9.68420], [3.64760, 5.56432, 9.41404], [3.86844, 4.10131, 11.25880], [4.18260, 4.93180, 13.66213], [4.88449, 7.47372, 13.83717]], "forces_ev_per_a": [[-0.0974, -0.0154, 0.3291], [1.9078, -0.5861, -1.7093], [0.2859, -1.1718, -0.4729], [-0.6434, -0.0657, 0.1542], [-1.0273, -0.2499, 1.0365], [1.3451, 0.0632, -1.3529], [-0.1608, 0.1371, 0.6782], [-1.8345, 2.0833, 2.3099], [1.2276, -1.8501, -2.0879], [0.2591, -0.3907, -1.8906], [0.6014, 1.4668, 1.3250], [-0.0274, 0.8122, -1.6627], [0.4789, -0.5007, 0.6666], [-0.1009, 0.5148, 0.3376], [-1.1278, 0.6180, 0.9637], [-0.1660, 0.1583, -0.0947], [-0.2260, -0.1343, 0.6607], [-0.7041, 0.0389, 1.3557], [-0.0785, -0.9342, -0.4253], [0.1911, 0.0093, 0.1190], [0.8341, -2.3041, 2.0775], [-0.1572, -1.1664, 1.6189], [-1.0308, 1.7224, -1.8395], [1.2831, 1.6680, 0.8076], [0.2486, -0.6833, -0.9868], [-0.2573, -0.0056, 0.3585], [0.5082, -2.7452, -0.6446], [-1.0596, -1.2089, -0.1002], [1.2303, 0.8539, 1.3842], [0.0418, -0.9972, -1.4392], [-1.5078, 1.2416, -0.9841], [0.4904, 1.5679, -0.1068], [0.0042, -0.1578, 0.5161], [-0.0535, 0.2720, 0.1931], [-0.2950, 1.6212, 0.7842], [0.3810, 0.9658, -1.0558], [-0.7632, -0.6475, -0.8231]], "lowdin_charge": [0.88, 0.03, -0.99, 0.36, -0.07, -0.13, -0.14, -0.30, -0.06, -0.07, -0.06, -0.14, 0.03, 0.06, 0.11, 0.10, 0.13, 0.13, 0.08, 0.10, -0.21, 0.91, -0.65, -0.37, -0.08, -0.08, -0.10, -0.08, -0.11, 0.03, 0.10, 0.04, 0.10, 0.10, 0.13, 0.13, 0.13], "e_above_lowest_kj_mol": 0.0, "e_homo_ev": -6.668, "e_tot_ha": -1653.19652, "spin_multiplicity": 1}